This record from the OMol25 dataset describes a 2-piece molecular cluster, H5O2 overall. The level of theory is the ωB97M-V functional and the def2-TZVPD basis.

Last column: Mulliken charge in e.
Positions of all 7 atoms, in Å:
O -1.029140 0.673214 -0.278927  -0.676
O 0.727871 -0.925882 0.433373  -0.432
H -1.139524 1.034760 -1.173253  0.382
H 1.445694 -0.442181 0.885393  0.433
H 1.036209 -1.532010 -0.264218  0.443
H -0.000771 -0.252332 0.091126  0.466
H -1.040340 1.444429 0.306503  0.383

Forces on the atoms, in the same order (eV/Å):
0.3 0.2 0.0
0.2 -0.1 0.3
0.0 -0.2 0.1
0.1 -0.4 -0.2
0.2 0.1 0.2
-0.7 0.5 -0.4
-0.2 0.0 0.0

Properties
- gap between HOMO and LUMO (eV) = 13.955
- total energy (Ha) = -153.18705
- net charge = +1
- lowest unoccupied orbital energy (eV) = -4.5
- relative energy (zero: lowest compared OMol25 entry of this formula, charge and spin) (kcal per mole) = 2.1



This record from the OMol25 dataset describes C46H57N7OP2SZn as an isolated structure. The level of theory is the ωB97M-V functional and the def2-TZVPD basis.

Last column: Mulliken charge in e.
Positions of all 115 atoms, in Å:
Zn 0.478756 0.054217 -0.982593  0.935
S 0.692531 -0.991740 6.603088  -0.111
P -0.689959 1.323984 1.193351  0.198
P 0.374346 -1.349211 1.264111  0.669
O -0.774282 -1.026345 -2.288359  -0.500
N 0.634402 1.775107 -2.112384  0.331
N 4.405480 -1.372011 -0.230982  0.147
N -0.133709 0.036698 2.166326  -0.054
N -0.978764 -0.543979 -3.489243  0.205
N -0.295268 3.606965 -3.258137  0.315
N 2.379883 -0.895986 -1.558868  -0.476
N -1.608523 2.172356 -1.971536  0.566
C 0.057276 -0.295155 -4.312844  -0.262
C 0.119401 0.219900 3.602654  -0.087
C -1.184738 -2.197045 0.833661  0.912
C -1.490976 3.166169 3.280940  -0.376
C -2.505618 0.204931 -5.137118  -0.743
C 0.701920 2.508997 1.157886  0.550
C 0.304359 -3.452829 3.223880  -0.788
C 1.023804 -2.422831 2.621912  0.707
C 3.352901 -1.136113 -0.974533  0.432
C 3.081900 2.934670 1.123464  -0.574
C 2.012509 2.061404 1.299247  -0.324
C 0.966737 3.884614 -3.929441  -0.718
C -3.507715 -3.537783 0.066780  -0.765
C 5.756408 -1.120289 -0.762259  -0.742
C -1.842494 2.202484 2.336654  0.895
C -2.408350 -1.873959 1.413877  0.005
C -1.476910 4.361031 -3.657428  -0.611
C -4.152528 2.404639 3.045691  -0.750
C -0.160995 0.224048 -5.571409  -0.974
C 1.544109 4.716552 0.644599  -1.146
C 2.020398 0.221994 6.502423  -0.710
C -2.290494 -3.862582 -0.519168  -0.669
C -1.138762 -3.189467 -0.144265  -0.695
C 1.988552 2.148079 -2.510244  -1.106
C -2.245240 -0.307659 -3.886645  -0.192
C -3.187681 1.842234 2.222338  -0.504
C 2.367629 -2.253661 2.968317  -0.676
C -2.826140 2.943541 -2.166799  -0.563
C 0.911563 -4.279590 4.161059  -0.768
C -2.489330 4.376181 -2.529020  -0.590
C -3.786147 3.357134 3.986757  -0.632
C 2.967111 -3.063262 3.919338  -1.099
C -0.713193 -0.031995 5.976399  -1.132
C 4.901782 -3.734733 0.262287  -0.790
C 6.323413 -3.510171 -0.250612  -0.684
C 2.236990 -4.084158 4.516381  -0.835
C -2.456825 3.740394 4.097021  -0.944
C 2.850057 4.261197 0.794517  -0.654
C -3.565588 -2.541373 1.030521  -0.838
C -1.017394 -0.240521 4.499014  -0.167
C -0.386365 2.521536 -2.450572  0.604
C 6.364014 -2.405722 -1.305989  -0.591
C 0.479922 3.845769 0.822559  -0.353
C -1.453059 0.487550 -5.996526  -0.259
C 2.102412 3.589966 -2.971235  -0.787
C 4.311562 -2.437087 0.791128  0.159
H -5.188124 2.103784 2.949917  0.451
H 5.803541 -2.717546 -2.192687  0.263
H 0.691819 0.404360 -6.210794  0.499
H -0.195246 -3.430288 -0.622569  0.440
H 6.971530 -3.235160 0.588433  0.295
H -3.533409 0.371942 -5.426161  0.470
H -3.406355 2.896373 -1.244895  0.297
H 1.023566 -0.546244 -3.899067  0.611
H 4.890032 -4.484726 1.054754  0.366
H -2.167302 4.486877 4.826056  0.449
H 2.332984 1.472358 -3.302352  0.351
H 2.898831 -0.234161 6.957057  0.374
H 6.726357 -4.436020 -0.662284  0.391
H 2.947263 -1.466591 2.490319  0.900
H 0.340196 -5.074580 4.623306  0.444
H -1.152349 5.371701 -3.904955  0.428
H -4.407589 -4.063180 -0.226953  0.408
H 3.265864 -2.532397 1.084231  -0.340
H -3.436598 2.494475 -2.958772  0.283
H -2.059965 4.889899 -1.665740  0.171
H 4.096348 2.576702 1.251768  0.475
H -3.387056 4.914524 -2.830901  0.422
H -3.479336 1.100793 1.484400  0.357
H -4.534714 3.803324 4.628502  0.419
H -0.536025 4.210852 0.712232  0.607
H 1.023912 -0.321744 3.877739  -0.312
H 2.265255 0.493457 5.475350  0.067
H 5.686575 -0.339653 -1.517361  0.505
H -2.454879 -1.101422 2.171644  0.307
H 7.389134 -2.213556 -1.627374  0.382
H 0.331387 1.276874 3.783948  0.800
H -2.991620 -0.556535 -3.147068  0.526
H 1.054678 3.279200 -4.840411  0.153
H -2.242401 -4.637305 -1.274005  0.454
H 3.680598 4.943278 0.664257  0.413
H -1.205598 -1.301737 4.314849  0.212
H -0.733354 -3.615979 2.959101  0.512
H -1.934207 0.301930 4.245342  0.010
H -0.529585 1.022469 6.198027  0.416
H 4.003431 -2.904517 4.192177  0.508
H -1.574388 -0.331959 6.574211  0.483
H 2.701013 -4.724144 5.255318  0.421
H 4.870333 -2.083368 1.661802  0.258
H -4.511045 -2.287047 1.493811  0.467
H 2.195757 1.024830 1.563799  0.158
H -1.568413 1.573210 -1.152202  -0.588
H 1.770187 1.119492 7.067495  0.338
H 4.265357 -4.112491 -0.543798  0.285
H -1.924168 3.931384 -4.562897  0.195
H 1.357521 5.754601 0.397492  0.413
H 2.644299 1.981326 -1.652737  0.140
H 0.961054 4.931483 -4.230898  0.542
H 3.066395 3.760914 -3.451386  0.467
H -1.637690 0.886735 -6.984047  0.430
H -0.457943 3.474748 3.384844  0.413
H 6.354000 -0.732373 0.066220  0.334
H 2.028302 4.260920 -2.113662  0.067

Forces on the atoms, in the same order (eV/Å):
-0.1 -0.2 0.0
0.0 -0.1 0.0
0.0 0.1 0.0
0.0 -0.1 -0.1
0.1 0.1 0.1
0.1 -0.1 -0.1
0.0 -0.1 0.0
0.0 0.1 0.1
-0.1 0.0 -0.1
-0.1 0.1 0.0
0.0 0.1 -0.2
-0.1 0.0 0.1
0.0 0.0 0.1
0.0 0.0 0.0
0.0 0.0 0.0
0.0 0.0 0.0
0.0 0.0 0.0
0.0 0.1 -0.1
0.1 -0.1 0.0
-0.1 0.1 0.1
0.0 0.1 0.2
0.0 0.0 0.0
0.0 0.0 0.0
0.0 -0.1 0.0
0.0 0.0 0.0
0.0 0.0 0.0
-0.1 -0.2 0.0
0.0 0.0 0.0
0.0 0.0 0.0
0.0 0.0 0.0
0.1 0.0 0.0
0.0 0.0 0.0
0.1 0.0 0.0
0.0 0.0 0.0
0.0 0.0 0.0
0.0 0.1 0.0
0.0 0.0 0.1
0.0 0.0 0.0
-0.3 0.2 0.5
0.0 0.0 0.0
-0.1 0.0 0.0
0.0 0.0 0.0
0.0 0.0 0.0
0.0 0.0 0.0
-0.1 0.0 0.0
0.0 0.0 0.0
0.0 -0.1 0.0
0.1 0.0 0.0
0.0 0.0 0.0
0.0 0.0 0.0
0.0 0.0 0.0
-0.1 0.0 0.0
0.1 0.0 0.0
0.0 0.0 0.0
0.0 0.0 0.0
0.0 0.0 0.0
0.0 0.0 0.0
0.0 -0.2 -0.4
0.0 0.0 0.0
0.0 0.0 0.0
0.0 0.0 0.0
0.0 0.0 0.0
0.0 0.0 0.0
0.0 0.0 0.0
0.0 0.0 0.0
0.0 0.0 0.0
0.0 0.0 0.0
0.0 0.0 0.0
0.0 0.0 0.0
0.0 0.0 0.0
0.0 0.0 0.0
-0.3 0.1 0.4
0.0 0.0 0.0
0.0 0.0 0.0
0.0 0.0 0.0
0.4 -0.2 -0.5
0.0 0.0 0.0
0.0 0.0 0.0
0.0 0.0 0.0
0.0 0.0 0.0
0.0 0.0 0.0
0.0 0.0 0.0
0.0 0.0 0.0
0.0 0.0 0.0
0.0 0.0 0.0
0.0 0.0 0.0
0.0 0.0 0.0
0.0 0.0 0.0
0.0 0.0 0.0
0.0 0.0 0.0
0.0 0.0 0.0
0.0 0.0 0.0
0.0 0.0 0.0
0.0 0.0 0.0
0.0 0.0 0.0
0.0 0.0 0.0
0.0 0.0 0.0
0.0 0.0 0.0
0.0 0.0 0.0
0.0 0.0 0.0
0.0 0.0 0.0
0.0 0.0 0.0
0.0 0.0 0.0
0.0 0.0 0.0
0.0 0.0 0.0
0.0 0.0 0.0
0.0 0.0 0.0
0.0 0.0 0.0
0.0 0.0 0.0
0.0 0.0 0.0
0.0 0.0 0.0
0.0 0.0 0.0
0.0 0.0 0.0
0.0 0.0 0.0
0.0 0.0 0.0

Properties
- <S²> = 0.757
- gap between HOMO and LUMO (alpha / beta) (eV) = 4.260 / 7.459
- total energy (Ha) = -5105.62466
- net charge = +1
- lowest unoccupied orbital energy (alpha / beta) (eV) = -2.2 / -2.2
- spin multiplicity = 2
- relative energy (zero: lowest compared OMol25 entry of this formula, charge and spin) (kcal per mole) = 0.0